{
  "formula": "C10H20NO3",
  "method": "ωB97M-V/def2-TZVPD",
  "homo_lumo_gap_ev": 10.5,
  "e_homo_ev": -14.1372,
  "charge": 1,
  "elements": ["O", "O", "O", "N", "C", "C", "C", "C", "C", "C", "C", "C", "C", "C", "H", "H", "H", "H", "H", "H", "H", "H", "H", "H", "H", "H", "H", "H", "H", "H", "H", "H", "H", "H"],
  "xyz": [[-2.68, 1.38, 0.20], [-1.67, -0.77, -0.66], [-0.71, 0.52, 0.91], [0.38, 0.63, -1.38], [-0.22, -2.62, 1.11], [1.19, 1.65, -0.82], [-2.60, 3.29, 2.28], [1.09, -2.18, -0.90], [-0.62, 1.02, -2.33], [-1.79, 1.37, 1.00], [-1.70, 2.30, 2.11], [0.52, -1.55, 0.36], [1.69, -1.08, 1.20], [-0.54, -0.43, -0.11], [-3.55, 3.48, 1.76], [1.25, -0.71, 2.14], [-0.81, -3.25, 0.34], [1.50, 2.42, -1.71], [-0.86, -2.31, 1.99], [-1.45, 1.69, -1.97], [1.87, -1.58, -1.46], [1.39, -3.24, -0.62], [-0.06, 1.68, -3.11], [-0.93, 2.14, 2.87], [2.24, -2.12, 1.49], [0.57, -3.11, 1.70], [2.13, 1.37, -0.37], [-2.48, -0.19, -0.37], [-1.19, 0.09, -2.62], [0.29, -2.57, -1.51], [-2.56, 3.95, 3.07], [2.34, -0.44, 0.63], [0.62, 2.24, -0.13], [0.81, -0.15, -1.77]],
  "lowdin_charge": [0.127, 0.095, 0.062, -0.125, -0.042, -0.036, 0.129, -0.054, -0.042, -0.439, -0.037, -0.551, -0.027, -0.302, 0.106, 0.103, 0.130, 0.164, 0.118, 0.113, 0.115, 0.129, 0.138, 0.123, 0.156, 0.093, 0.087, 0.164, 0.129, 0.092, 0.049, 0.057, 0.092, 0.082]
}



{
  "formula": "C10H21AuCl3IO3P2",
  "method": "ωB97M-V/def2-TZVPD",
  "homo_lumo_gap_ev": [7.8, 4.9],
  "e_homo_ev": [-15.7807, -15.7420],
  "s_squared": 2.011,
  "multiplicity": 3,
  "charge": 2,
  "elements": ["Au", "I", "Cl", "Cl", "Cl", "P", "P", "O", "O", "O", "C", "C", "C", "C", "C", "C", "C", "C", "C", "C", "H", "H", "H", "H", "H", "H", "H", "H", "H", "H", "H", "H", "H", "H", "H", "H", "H", "H", "H", "H", "H"],
  "xyz": [[-0.63, -0.20, -1.10], [-2.26, -0.72, -3.04], [-1.53, 2.52, 4.14], [-2.32, -0.18, 4.81], [0.50, 0.54, 4.76], [0.31, -2.48, -0.37], [0.20, 2.10, -0.65], [-2.13, 0.63, 1.84], [-0.01, 0.02, 1.99], [-3.32, -0.04, 0.02], [1.25, -2.60, 1.18], [1.32, -3.14, -1.75], [-1.23, 3.14, -0.40], [-2.19, 0.13, 0.29], [1.17, 2.32, 0.86], [1.01, 0.05, -2.45], [-1.03, 0.42, 2.51], [-1.14, -3.57, -0.21], [-1.09, 0.81, 4.04], [1.19, 2.84, -2.01], [0.76, 2.60, -3.00], [-0.90, 4.18, -0.32], [1.41, -3.65, 1.45], [-1.72, 2.84, 0.54], [0.85, -2.87, -2.70], [1.55, 3.34, 0.93], [-1.94, 3.03, -1.23], [1.04, -0.85, -3.06], [-1.64, -3.65, -1.18], [-1.83, -3.09, 0.50], [0.69, -2.08, 1.97], [2.21, 2.43, -2.00], [1.99, 1.59, 0.88], [1.83, 0.17, -1.75], [1.23, 3.93, -1.98], [-0.84, -4.55, 0.17], [2.22, -2.09, 1.07], [1.41, -4.24, -1.70], [0.76, 0.95, -3.06], [2.32, -2.70, -1.70], [0.54, 2.11, 1.73]],
  "mulliken_spin": [0.157, 1.066, 0.000, 0.001, 0.000, 0.491, 0.058, -0.004, 0.012, 0.016, 0.030, 0.019, 0.009, 0.018, 0.001, 0.040, 0.007, 0.025, 0.002, 0.002, -0.003, 0.005, 0.025, 0.000, 0.002, 0.001, 0.002, -0.016, -0.002, 0.001, -0.002, 0.000, 0.001, 0.001, 0.003, 0.021, -0.001, 0.021, -0.008, -0.001, 0.000]
}



{
  "formula": "C10H21BBrClFN4O5P2",
  "method": "ωB97M-V/def2-TZVPD",
  "homo_lumo_gap_ev": 7.0,
  "e_homo_ev": -4.3127,
  "charge": -1,
  "elements": ["Br", "Cl", "P", "P", "F", "O", "O", "O", "O", "O", "N", "N", "N", "N", "C", "C", "C", "C", "C", "C", "C", "C", "C", "C", "B", "H", "H", "H", "H", "H", "H", "H", "H", "H", "H", "H", "H", "H", "H", "H", "H", "H", "H", "H", "H", "H"],
  "xyz": [[0.95, -3.00, -2.39], [-2.10, -2.03, -3.92], [1.46, -0.27, 1.57], [-1.17, -0.22, -3.21], [-1.75, -3.04, 2.87], [0.40, -0.04, -3.97], [0.46, 0.18, -0.95], [-0.81, -1.71, -0.67], [1.86, -4.14, 0.02], [-1.82, -4.19, 0.84], [0.36, -3.63, 1.72], [3.23, -0.16, -2.02], [0.05, -0.66, 2.23], [-1.36, 4.30, 1.62], [-2.27, 3.27, 2.23], [2.91, -0.76, -0.70], [-3.03, 2.41, 1.08], [3.33, 1.33, -1.94], [0.54, -2.16, -0.59], [0.93, -3.35, 0.40], [-2.19, 0.61, -0.78], [-1.12, -3.65, 1.73], [1.36, -0.76, -0.29], [-2.06, 1.17, 0.72], [-0.91, -0.34, -1.26], [2.47, -1.02, 2.26], [1.75, 1.14, 1.58], [3.32, -1.84, -0.62], [-4.00, 2.02, 1.58], [-1.10, 4.02, 0.65], [-3.07, 3.71, 2.92], [-0.46, 4.31, 2.14], [-2.33, 0.31, 1.44], [3.48, -0.12, 0.09], [2.59, -0.48, -2.76], [-1.58, 2.54, 2.81], [-3.35, 3.05, 0.18], [3.09, 1.82, -2.95], [2.57, 1.73, -1.16], [0.18, -1.33, 2.99], [0.43, 0.89, -4.31], [-0.98, 1.48, 0.94], [4.42, 1.61, -1.64], [0.63, -4.60, 1.99], [-3.18, 0.07, -0.98], [-2.14, 1.53, -1.49]],
  "lowdin_charge": [0.791, 0.038, 0.803, 0.665, 0.021, -0.456, -0.086, -0.085, -0.055, 0.122, 0.124, -0.133, -0.285, -0.059, -0.300, -0.228, -0.201, -0.155, -0.554, -0.342, -0.167, -0.327, -0.447, -0.240, -1.030, 0.014, 0.014, 0.123, 0.102, 0.062, 0.095, 0.055, 0.110, 0.092, 0.060, 0.108, 0.104, 0.086, 0.078, -0.045, 0.029, 0.076, 0.079, 0.152, 0.114, 0.077]
}



What are the total energy values for these records? In order: -18317.86896, -84771.95384, -131445.08766 eV.